Here is a structure of composition C45H47N5OP2PdSe in a non-equilibrium geometry from the OMol25 dataset. Energies are from ωB97M-V with the def2-TZVPD basis set.

Highest occupied orbital energy (alpha / beta)   -0.16186 / -0.16181 hartree
Relative energy (zero: lowest compared OMol25 entry of this formula, charge and spin)   1.599 eV
Maximum force   3.544 eV Å⁻¹
Orbital gap (alpha / beta)   4.77 / 4.77 eV
Total energy   -144327.436 eV

Geometry as XYZ:
```
102
Properties=species:S:1:pos:R:3:forces:R:3:lowdin_charge:R:1
Pd 0.453985 0.731780 -1.204820 -1.4 -1.7 0.0 0.3291
C 5.492875 1.570119 -0.960287 -1.3 -0.3 -0.1 0.0128
C 3.960832 1.481634 -0.719751 0.8 -1.2 -1.0 -0.5202
O 3.214719 0.789215 -1.398587 1.2 0.7 0.2 -0.0020
N 3.552566 2.251153 0.299635 0.7 0.2 1.4 0.0547
C 2.197408 2.464103 0.731913 -1.0 0.1 -1.1 -0.1446
C 1.597765 3.304438 -0.398312 -0.2 2.1 -0.2 -0.2366
C 1.820695 4.719146 -0.506340 -1.3 -1.6 0.3 -0.0068
C 1.309700 5.397433 -1.610581 0.9 -0.8 0.4 -0.0805
C 0.771825 4.654581 -2.665904 -0.1 -0.2 -1.3 -0.0750
C 0.693700 3.273151 -2.562734 0.1 0.4 0.4 -0.1300
N 1.015725 2.644995 -1.400882 1.0 0.8 -0.6 -0.0777
H 5.842976 0.646066 -1.402243 0.0 -0.3 0.2 0.0744
H 5.999912 1.785548 -0.019402 0.3 0.2 -0.3 0.0690
H 5.633490 2.321380 -1.734095 0.2 0.4 0.2 0.0808
H 4.250925 2.563987 0.946870 0.3 0.1 -0.2 0.1274
H 2.209915 2.955787 1.715622 -0.2 -0.2 -0.4 0.0834
H 1.625611 1.513871 0.751659 0.3 0.4 0.3 0.0734
H 2.245644 5.206598 0.364940 0.2 0.2 -0.3 0.1065
H 1.516488 6.444863 -1.686417 -0.3 0.5 -0.1 0.0927
H 0.487315 5.111615 -3.645054 0.3 -0.2 1.1 0.1161
H 0.417019 2.607651 -3.412887 0.0 0.8 0.9 0.1092
C -0.942315 -2.534643 -1.654776 1.3 -1.1 -1.0 -0.3164
N -2.168368 -2.260299 -0.999056 -1.7 -0.2 0.4 -0.1803
C -2.519292 -0.934448 -0.507611 -0.8 -0.4 0.4 -0.3144
P -1.773021 0.466340 -1.408712 0.4 0.3 -0.3 0.8748
C -2.485307 1.937576 -0.735943 -0.8 1.0 -1.4 -0.3823
C -2.616606 3.083677 -1.565700 -0.2 0.1 0.3 -0.0876
C -3.089973 4.285559 -1.022118 0.9 -1.1 -1.1 -0.0989
C -3.391842 4.357342 0.304128 0.0 0.0 2.1 -0.1117
C -3.178419 3.268259 1.163321 -0.4 -0.3 -1.3 -0.0706
C -2.774930 2.061684 0.595504 -0.1 0.5 1.5 -0.1168
C -2.392952 0.413498 -3.094898 -0.6 0.6 -2.1 -0.3388
C -1.388326 0.324842 -4.136749 -1.0 0.2 1.7 -0.1170
C -1.779923 0.341745 -5.452665 -0.3 0.3 -1.0 -0.1064
C -3.135938 0.489378 -5.819077 -0.2 0.6 0.2 -0.0940
C -4.143143 0.659313 -4.848453 0.8 0.1 0.8 -0.0748
C -3.747191 0.678403 -3.471100 0.7 -1.3 -1.1 -0.0705
C -3.113016 -3.309493 -0.776996 1.1 0.2 0.5 -0.1945
C -4.081022 -3.156738 0.229445 0.3 -0.5 -0.1 -0.0388
C -4.857010 -4.241813 0.601364 0.2 0.0 -1.1 -0.0868
C -4.653011 -5.474707 -0.011979 -1.8 -1.1 1.0 -0.1270
C -3.692523 -5.661848 -0.964271 0.6 -0.3 -0.7 -0.1166
C -2.969187 -4.582656 -1.396385 1.5 2.0 -0.9 -0.0420
P 0.575867 -1.504749 -1.071622 0.1 -0.3 0.5 0.9164
C 0.823919 -2.164495 0.638929 -0.2 -1.5 -0.1 -0.3428
C 1.678530 -1.458940 1.479633 -0.2 0.8 -0.2 -0.1111
C 1.716188 -1.709333 2.833736 0.5 -1.1 1.2 -0.0818
C 1.113920 -2.892974 3.342955 0.5 1.2 0.3 -0.1015
C 0.386271 -3.685372 2.485248 0.0 -0.2 0.2 -0.1063
C 0.232570 -3.336387 1.157229 -0.5 0.7 -0.9 -0.0858
C 1.959743 -2.221553 -1.958285 0.5 -1.1 -1.0 -0.3667
C 2.608743 -3.374102 -1.474661 0.8 0.4 -1.3 -0.0791
C 3.731700 -3.853729 -2.171671 0.8 -0.6 -0.1 -0.0998
C 4.275351 -3.205195 -3.287316 -1.5 1.3 -0.1 -0.0885
C 3.561578 -2.091577 -3.819979 -0.3 -0.3 1.0 -0.0801
C 2.415513 -1.606136 -3.164360 0.5 -0.9 0.6 -0.1029
H -1.062392 -2.533049 -2.779414 0.5 0.5 0.8 0.1097
H -0.700614 -3.606293 -1.445526 0.1 0.7 -0.1 0.0726
H -2.235620 -0.810030 0.548321 0.2 0.0 0.0 0.0901
H -3.613075 -0.884207 -0.497282 0.1 0.3 -0.3 0.0880
H -2.356625 3.035946 -2.629218 -0.1 0.0 0.5 0.1020
H -3.125077 5.167066 -1.633689 -0.2 0.2 -0.3 0.0973
H -3.745869 5.282413 0.733559 0.0 0.2 0.0 0.0946
H -3.417122 3.279887 2.213213 0.0 0.3 0.2 0.0957
H -2.632066 1.224178 1.255011 0.0 -0.3 0.2 0.0879
H -0.318325 0.354724 -3.841183 -0.8 -0.4 -0.2 0.0673
H -1.009191 0.321359 -6.240106 -0.5 -0.1 0.4 0.1067
H -3.373836 0.640706 -6.882921 0.0 -0.4 0.5 0.1010
H -5.215037 0.803903 -5.122818 1.1 -0.1 0.2 0.1085
H -4.513053 0.797188 -2.707532 0.2 0.1 0.0 0.1045
H -4.169005 -2.237429 0.773838 -0.1 0.2 0.1 0.0898
H -5.674807 -4.078592 1.269826 -0.2 -0.1 0.5 0.0945
H -5.343488 -6.326013 0.184203 0.7 0.7 0.2 0.1102
H -3.472004 -6.648796 -1.378561 -0.4 0.3 0.0 0.1103
H -2.249141 -4.584280 -2.251602 -0.7 -0.6 0.9 0.1140
H 2.278871 -0.672554 1.020433 -0.3 0.2 0.3 0.0885
H 2.273566 -1.058955 3.530393 -0.2 -0.4 -0.6 0.1026
H 1.240800 -3.189655 4.398136 -0.2 0.4 -0.6 0.1050
H -0.091617 -4.570587 2.865820 -0.1 -0.3 0.0 0.0993
H -0.400933 -3.965331 0.517356 0.3 0.3 0.3 0.0998
H 2.308382 -3.879358 -0.566601 -0.2 0.0 -0.1 0.0934
H 4.246717 -4.792129 -1.877896 -0.5 0.8 0.2 0.1045
H 5.228770 -3.478446 -3.726590 -0.2 -0.3 0.0 0.0923
H 3.892009 -1.544167 -4.698882 0.2 -0.2 0.1 0.0944
H 1.922778 -0.706792 -3.539124 0.1 -0.3 0.2 0.0802
C 3.046381 2.709384 5.284132 -0.5 -0.5 0.5 -0.0506
N 2.083817 1.758749 5.820675 -2.8 -2.0 0.7 -0.1399
C 2.236680 0.898551 6.948422 -0.5 0.7 -1.0 -0.0438
C 1.137745 0.089816 7.019662 0.8 0.6 0.7 -0.0661
N 0.283823 0.431922 5.981251 0.8 0.4 -0.6 -0.1408
C -0.898092 -0.293959 5.548929 -0.8 -0.6 0.1 -0.0538
C 0.822369 1.465101 5.267157 1.2 0.9 -0.2 -0.7137
Se 0.048650 2.423236 3.863269 0.2 -0.7 0.5 0.5676
H 3.426648 3.249674 6.174731 0.0 0.2 -1.0 0.1021
H 2.547974 3.290800 4.481262 0.2 0.0 0.9 0.0344
H 3.805468 2.107984 4.800305 0.6 0.1 0.0 0.0834
H 3.057931 1.062390 7.632149 -0.1 -0.3 -0.1 0.1135
H 0.864052 -0.552548 7.865309 0.1 0.1 -0.8 0.1256
H -1.733702 0.419098 5.403132 0.5 -0.5 0.2 0.0814
H -1.127761 -1.069080 6.304818 0.0 0.7 -0.1 0.0954
H -0.772672 -0.877404 4.614229 0.4 0.7 0.3 0.0859
```
Positions in Å, forces in eV/Å.



Here is a structure of composition C45H48BaN9O4S2 in a non-equilibrium geometry from the OMol25 dataset. Energies are from ωB97M-V with the def2-TZVPD basis set.

Charge   +1
Highest occupied orbital energy   -0.35987 hartree
Relative energy (zero: lowest compared OMol25 entry of this formula, charge and spin)   1.617 eV
Maximum force   1.019 eV Å⁻¹
Orbital gap   7.05 eV
Total energy   -91407.098 eV

Geometry as XYZ:
```
109
Properties=species:S:1:pos:R:3:forces:R:3:lowdin_charge:R:1
Ba 0.430149 0.171571 0.673419 0.5 -0.8 -0.5 1.8312
C 3.532194 -4.628683 -5.257568 0.0 0.0 0.0 -0.0487
C 2.736459 -3.702296 -4.381671 0.1 0.0 0.0 -0.2702
C 1.589957 -3.109457 -4.778369 -0.1 0.0 0.0 -0.0090
C 0.866169 -2.174362 -3.955715 0.1 0.0 0.0 -0.1099
C -0.328779 -1.724761 -4.509916 0.0 0.0 0.0 -0.0185
N -1.062766 -0.656910 -4.248898 0.0 0.0 0.0 0.0791
C -0.607465 0.591597 -3.642876 0.0 0.0 0.0 -0.1721
C -1.401660 1.763454 -4.215075 0.0 0.0 0.0 -0.1361
C -2.854365 1.831211 -3.731970 0.0 0.0 0.0 -0.1487
N -2.871958 2.002652 -2.280906 0.0 0.0 0.0 0.0749
C -2.846601 1.002173 -1.409987 0.1 0.2 -0.1 -0.0213
C -3.371258 -0.280478 -1.566096 0.0 0.0 0.1 -0.1253
C -4.485746 -0.597476 -2.400832 0.0 0.0 0.0 -0.0092
C -4.967394 -1.864539 -2.485477 0.0 0.0 0.0 -0.2656
C -6.187626 -2.217950 -3.290850 0.0 0.0 0.0 -0.0488
C -4.287851 -2.883398 -1.752035 0.0 0.0 0.0 0.0287
C -3.244698 -2.656091 -0.904798 0.1 0.0 0.0 -0.0959
C -2.546381 -3.809552 -0.303954 0.0 0.0 0.0 -0.1141
N -1.790942 -3.769455 0.706953 0.0 0.0 0.0 0.0506
C -1.042667 -4.976495 1.023704 0.0 0.0 0.0 -0.2191
C 0.446818 -4.635409 1.121601 0.0 0.0 0.0 -0.1718
C 0.934833 -3.821236 -0.070232 0.0 0.0 0.0 -0.2245
N 2.211240 -3.178384 0.217643 0.0 0.0 0.0 0.0763
C 2.868142 -2.656760 -0.730664 0.0 0.0 0.0 -0.1546
C 2.471188 -2.670136 -2.170606 0.0 0.0 0.1 -0.1260
C 3.156718 -3.459049 -3.037119 0.0 0.0 -0.1 0.0344
C 1.301414 -1.913586 -2.593106 -0.1 -0.2 0.0 -0.3145
O 0.667778 -1.201001 -1.778765 0.1 0.3 -0.1 -0.1615
C -2.725404 -1.306871 -0.769177 0.1 0.1 -0.1 -0.3162
O -1.704403 -1.042715 -0.100831 0.0 0.2 0.3 -0.2467
H 3.061060 -4.754521 -6.231319 0.0 0.0 0.0 0.0768
H 3.629848 -5.614636 -4.799230 0.0 0.0 0.0 0.0835
H 4.540967 -4.243998 -5.419458 0.0 0.0 0.0 0.0840
H 1.203621 -3.304292 -5.774221 0.0 0.0 0.0 0.1187
H -0.740009 -2.335713 -5.309715 0.0 0.0 0.0 0.1423
H -1.930794 -0.601634 -4.758902 0.0 0.0 0.0 0.1413
H 0.452382 0.699599 -3.880215 0.0 0.0 0.0 0.1297
H -0.669507 0.536716 -2.559553 0.0 0.0 0.0 0.0777
H -1.394565 1.719133 -5.308270 0.0 0.0 0.0 0.1265
H -0.893525 2.689082 -3.939827 0.0 0.0 0.0 0.1035
H -3.393696 0.921926 -3.979852 0.0 0.0 0.0 0.0931
H -3.377746 2.659577 -4.206644 0.0 0.0 0.0 0.1299
H -2.402537 2.839632 -1.960207 0.0 0.0 0.0 0.1471
H -2.295565 1.270576 -0.511653 -0.2 -0.2 0.2 0.1141
H -5.011134 0.201553 -2.913036 0.0 0.0 0.0 0.1205
H -6.534561 -1.368130 -3.877297 0.0 0.0 0.0 0.0766
H -7.007560 -2.533036 -2.642650 0.0 0.0 0.0 0.0866
H -5.983109 -3.042327 -3.976588 0.0 0.0 0.0 0.0819
H -4.628701 -3.907883 -1.880377 0.0 0.0 0.0 0.1284
H -2.694132 -4.753819 -0.850740 0.0 0.0 0.0 0.1254
H -1.209743 -5.760612 0.271226 0.0 0.0 0.0 0.1091
H -1.384235 -5.361584 1.987101 0.0 0.0 0.0 0.1165
H 1.020005 -5.559596 1.221886 0.0 0.0 0.0 0.1149
H 0.633110 -4.053334 2.024993 0.0 0.0 0.0 0.0820
H 0.199682 -3.039728 -0.283562 0.0 0.0 0.0 0.0852
H 0.992484 -4.447611 -0.970268 0.0 0.0 0.0 0.1347
H 3.815793 -2.184259 -0.473649 0.0 0.0 0.0 0.0862
H 4.035312 -3.985085 -2.673206 0.0 0.0 0.0 0.1341
C -3.070744 7.360266 5.070061 0.0 0.0 0.0 -0.0450
C -2.352830 6.204968 4.427573 0.0 0.0 0.0 -0.2636
C -3.059038 5.150328 3.852388 0.0 0.0 0.0 -0.0309
C -2.397626 4.087236 3.261311 0.0 0.0 0.0 -0.0496
C -1.010244 4.076360 3.244697 0.0 -0.1 0.1 -0.2961
C -0.283182 5.111291 3.815060 0.0 0.0 0.0 -0.0556
C -0.960400 6.169111 4.400490 0.0 0.0 0.0 -0.0298
S -0.163778 2.738792 2.468596 0.1 0.2 -0.1 0.4808
O 1.255737 2.984483 2.603085 0.0 0.1 0.0 -0.3204
O -0.640025 1.485629 3.035087 -0.1 -0.2 0.1 -0.4104
N -0.602338 2.650680 0.946521 -0.2 0.0 -0.1 -0.2927
C 0.077461 3.357417 -0.024467 -0.1 0.2 0.2 -0.4589
C 0.394913 4.723625 0.082068 0.1 -0.1 -0.2 -0.0004
C 1.069189 5.326985 -0.953271 0.0 0.0 0.0 -0.0494
C 1.423354 4.573257 -2.074084 0.0 0.0 0.0 -0.0685
C 1.067446 3.245052 -2.095632 0.0 -0.1 0.0 -0.1617
N 0.394253 2.631196 -1.109216 0.1 0.1 0.0 0.0394
H -4.150800 7.232145 5.022902 0.0 0.0 0.0 0.0755
H -2.817287 8.298278 4.573864 0.0 0.0 0.0 0.0853
H -2.786160 7.459558 6.118348 0.0 0.0 0.0 0.0858
H -4.142044 5.162291 3.872148 0.0 0.0 0.0 0.1139
H -2.949849 3.267051 2.819845 0.0 0.0 0.0 0.1172
H 0.797893 5.076678 3.796996 0.0 0.0 0.0 0.1143
H -0.396246 6.978765 4.848402 0.0 0.0 0.0 0.1196
H 0.112218 5.270551 0.970087 0.0 0.0 0.0 0.1085
H 1.328109 6.376830 -0.898574 0.0 0.0 0.0 0.1137
H 1.970340 5.005666 -2.899660 0.0 0.0 0.0 0.1038
H 1.345482 2.622981 -2.940021 0.0 0.0 0.0 0.1001
C 6.595349 0.234736 1.840016 0.0 0.0 0.0 -0.0456
N 5.584199 -0.269866 2.749827 0.0 0.0 0.0 -0.1330
C 5.831403 -0.838005 3.983054 0.1 0.1 -0.1 -0.0319
C 4.650103 -1.174058 4.508623 0.0 0.0 0.0 -0.0358
N 3.656524 -0.808376 3.592619 0.0 0.0 0.0 0.0307
C 4.253004 -0.256357 2.478240 0.1 -0.1 0.0 -0.6887
S 3.677178 0.354545 1.024513 -0.3 0.1 0.1 0.5863
C 2.286738 -1.063128 3.899584 0.0 0.0 0.0 -0.2444
C 1.914044 -1.087737 5.241420 0.0 0.0 0.1 0.0075
C 0.648778 -1.535940 5.568498 0.0 0.0 0.0 -0.0291
C -0.208809 -1.933896 4.555618 0.0 0.1 0.0 -0.0319
C 0.223627 -1.781353 3.254256 -0.1 0.1 0.1 -0.1896
N 1.442925 -1.338938 2.922995 -0.1 -0.1 -0.2 0.0343
H 7.564136 0.139365 2.323280 0.0 0.0 0.0 0.0928
H 6.396365 1.278245 1.604981 0.0 0.0 0.0 0.0843
H 6.583781 -0.334362 0.912104 0.0 0.0 0.0 0.0862
H 6.828962 -0.964867 4.362891 0.0 0.0 0.0 0.1284
H 4.427907 -1.687447 5.423511 0.0 0.0 0.0 0.1205
H 2.588762 -0.749242 6.013029 0.0 0.0 0.0 0.1148
H 0.337970 -1.569315 6.603863 0.0 0.0 0.0 0.1187
H -1.200070 -2.310753 4.762064 0.0 0.0 0.0 0.1178
H -0.454970 -2.042274 2.439775 0.1 0.1 0.0 0.0847
```
Positions in Å, forces in eV/Å.